A single C4H4N2O2 molecule at a distorted geometry. Source: the OMol25 dataset; level of theory: ωB97M-V/def2-TZVPD.

Results
* LUMO level: -0.26 eV
* orbital gap: 11.42 eV
* HOMO: -0.4292 hartree
* energy relative to the best compared isomer or geometry (same formula, charge and spin): 5.493 eV

Element x y z (Å)
N  -1.801  2.440  -0.035
C  -1.215  1.468  -0.011
C  -0.277  0.043  0.051
N  -1.097  -1.136  -0.028
O  -2.296  -0.996  0.025
O  -0.509  -2.188  -0.141
C  1.037  0.018  0.771
C  1.017  0.112  -0.716
H  1.296  -0.937  1.208
H  1.317  0.880  1.356
H  1.256  1.056  -1.183
H  1.273  -0.761  -1.297

***

A molecular structure, C6H19F3N5O3Sr at a distorted geometry. Source: the OMol25 dataset; level of theory: ωB97M-V/def2-TZVPD.

Results
* LUMO level: 2.23 eV
* orbital gap: 6.97 eV
* total charge: -1
* HOMO: -0.1743 hartree
* energy relative to the best compared isomer or geometry (same formula, charge and spin): 1.389 eV

Element x y z (Å)
Sr  -10.572  -20.964  20.780
F  -11.444  -20.103  22.913
F  -10.061  -18.643  20.052
F  -8.328  -22.447  21.151
C  -13.666  -19.936  17.564
C  -13.806  -19.708  19.039
C  -15.209  -19.379  19.641
O  -16.178  -20.358  19.288
C  -17.382  -19.896  19.923
N  -13.133  -20.829  19.731
H  -14.261  -19.161  17.081
H  -14.076  -20.898  17.256
H  -12.690  -19.675  17.153
H  -13.184  -18.842  19.264
H  -15.451  -18.344  19.398
H  -15.120  -19.335  20.727
H  -17.516  -18.823  19.779
H  -17.244  -20.136  20.977
H  -18.248  -20.464  19.584
H  -13.851  -21.401  20.152
H  -12.769  -21.389  18.973
C  -9.967  -22.388  17.520
O  -10.437  -21.635  18.382
N  -10.238  -22.108  16.303
N  -9.075  -23.250  17.751
H  -10.041  -22.744  15.544
H  -10.812  -21.295  16.134
H  -8.867  -23.928  17.033
H  -8.829  -23.340  18.726
C  -11.213  -24.524  20.759
O  -11.529  -23.371  20.931
N  -9.937  -24.894  20.604
N  -11.992  -25.545  20.668
H  -9.255  -24.219  20.919
H  -9.589  -25.669  20.057
H  -11.576  -26.466  20.680
H  -12.995  -25.431  20.668

***

4 unconnected molecules or ions with the total composition C5H15O3S2 at a distorted geometry. Source: the OMol25 dataset; level of theory: ωB97M-V/def2-TZVPD.

Results
* LUMO level: 2.87 eV
* orbital gap: 6.30 eV
* total charge: -1
* HOMO: -0.1259 hartree
* energy relative to the best compared isomer or geometry (same formula, charge and spin): 0.000 eV

Element x y z (Å)
C  0.130  1.395  -2.007
C  -0.121  2.868  -2.226
O  -1.007  3.281  -2.935
C  1.564  1.050  -1.588
S  2.253  2.143  -0.293
S  0.057  -1.759  1.011
C  1.128  -2.520  2.277
C  1.209  -1.668  3.554
H  -0.571  1.055  -1.239
H  -0.139  0.925  -2.957
H  0.548  3.589  -1.734
H  2.159  1.469  0.858
H  1.619  0.048  -1.163
H  2.216  1.182  -2.452
H  0.698  -3.488  2.569
H  2.105  -2.778  1.880
H  0.306  -1.110  3.627
H  1.178  -2.296  4.456
H  2.121  -1.074  3.561
H  -3.402  -0.061  -0.446
H  -3.501  -1.443  0.199
O  -3.989  -0.597  0.089
H  -2.383  -3.511  -0.224
H  -2.034  -2.788  1.031
O  -2.818  -3.090  0.526

***

A single C18H8S4 molecule at a distorted geometry. Source: the OMol25 dataset; level of theory: ωB97M-V/def2-TZVPD.

Results
* LUMO level: -1.09 eV
* orbital gap: 5.11 eV
* HOMO: -0.2278 hartree

Element x y z (Å)
S  -2.515  1.519  -1.588
S  1.052  -1.181  2.891
S  -1.112  0.875  -3.031
S  2.667  -1.205  1.567
C  -3.930  0.946  2.742
C  -3.137  0.414  3.750
C  3.060  -0.495  -3.738
C  3.965  -0.880  -2.739
C  -3.434  1.152  1.449
C  -1.850  0.007  3.463
C  1.754  -0.138  -3.444
C  3.483  -1.063  -1.453
C  -1.663  0.801  -0.195
C  -0.035  -0.328  1.807
C  0.018  0.252  -1.831
C  1.682  -0.744  0.203
C  -2.129  0.705  1.138
C  -1.326  0.131  2.152
C  1.311  -0.198  -2.124
C  2.166  -0.681  -1.088
C  -0.397  0.287  -0.514
C  0.408  -0.248  0.512
H  -4.974  1.241  2.931
H  -3.485  0.305  4.786
H  3.388  -0.451  -4.751
H  4.989  -1.156  -2.916
H  -4.090  1.658  0.710
H  -1.190  -0.389  4.234
H  1.150  0.263  -4.246
H  4.173  -1.399  -0.679

***

A molecular structure, CH3N2O2S at a distorted geometry. Source: the OMol25 dataset; level of theory: ωB97M-V/def2-TZVPD.

Results
* LUMO level (alpha / beta): 4.31 / 3.61 eV
* orbital gap (alpha / beta): 4.62 / 8.31 eV
* total charge: -1
* HOMO (alpha / beta): -0.0117 / -0.1726 hartree
* 2S+1: 3
* energy relative to the best compared isomer or geometry (same formula, charge and spin): 2.300 eV

Element x y z (Å)
C  -0.569  -0.312  0.275
N  0.191  0.058  -0.947
N  0.411  0.772  0.320
O  -3.597  -1.140  0.245
O  -3.366  1.338  0.193
S  -2.884  0.021  -0.316
H  -0.316  -1.181  0.919
H  0.893  -0.615  -1.197
H  0.157  1.763  0.111

***

A molecular structure, C23H53ClP2SiTb at a distorted geometry. Source: the OMol25 dataset; level of theory: ωB97M-V/def2-TZVPD.

Results
* LUMO level (alpha / beta): 2.42 / 2.43 eV
* orbital gap (alpha / beta): 5.82 / 5.84 eV
* total charge: -1
* HOMO (alpha / beta): -0.1247 / -0.1254 hartree
* 2S+1: 7

Element x y z (Å)
Tb  0.807  -0.401  -0.272
P  -1.705  1.148  0.607
C  -2.922  0.601  1.953
C  -1.496  3.060  1.166
C  -2.880  1.326  -0.851
C  -2.182  -0.235  3.005
H  -3.570  -0.057  1.349
C  -3.817  1.642  2.656
H  -3.231  2.283  3.328
H  -4.527  1.090  3.292
H  -4.412  2.265  1.978
H  -1.691  -1.089  2.530
H  -2.893  -0.600  3.763
H  -1.421  0.374  3.516
H  -3.343  0.325  -0.818
C  -2.075  1.487  -2.142
C  -4.021  2.362  -0.811
H  -4.764  2.179  -0.027
H  -4.570  2.305  -1.762
H  -3.651  3.389  -0.722
H  -1.293  0.725  -2.287
H  -1.579  2.468  -2.158
H  -2.754  1.451  -3.006
C  -0.550  3.065  2.367
H  -2.470  3.478  1.476
C  -0.925  3.939  0.053
H  -0.918  2.486  3.223
H  -0.372  4.095  2.709
H  0.404  2.648  2.025
H  0.001  3.476  -0.308
H  -0.669  4.931  0.459
H  -1.615  4.119  -0.781
Cl  2.069  1.693  0.249
H  0.450  -0.551  1.639
H  -1.045  -0.709  0.042
P  4.252  -4.094  -0.975
C  3.680  -5.334  -2.275
C  6.020  -3.735  -1.507
C  4.449  -5.250  0.494
C  2.770  -4.585  -3.260
H  3.054  -6.033  -1.692
C  4.738  -6.166  -3.005
H  5.375  -5.548  -3.648
H  4.211  -6.885  -3.648
H  5.384  -6.744  -2.334
H  1.988  -4.024  -2.732
H  2.291  -5.308  -3.931
H  3.340  -3.874  -3.871
H  3.509  -5.829  0.458
C  4.443  -4.415  1.783
C  5.602  -6.256  0.465
H  5.542  -6.955  -0.377
H  5.545  -6.852  1.387
H  6.582  -5.767  0.441
H  3.596  -3.718  1.796
H  5.368  -3.837  1.893
H  4.354  -5.086  2.647
C  6.016  -2.895  -2.791
H  6.480  -4.720  -1.702
C  6.804  -3.007  -0.409
H  5.564  -3.401  -3.654
H  7.052  -2.647  -3.058
H  5.473  -1.953  -2.632
H  6.264  -2.112  -0.074
H  7.771  -2.684  -0.821
H  7.015  -3.629  0.470
C  2.514  3.416  -3.853
Si  1.470  2.005  -4.573
C  -0.151  2.760  -5.181
C  2.392  1.313  -6.072
C  1.071  0.670  -3.393
C  0.936  -0.313  -2.591
H  2.737  4.281  -4.507
H  3.501  3.069  -3.510
H  2.029  3.853  -2.966
H  -0.087  3.529  -5.971
H  -0.804  1.973  -5.584
H  -0.717  3.232  -4.363
H  3.363  0.875  -5.806
H  1.833  0.487  -6.531
H  2.616  1.993  -6.909

***

A gas-phase ion, H2N2O4P (charge -1) at a distorted geometry. Source: the OMol25 dataset; level of theory: ωB97M-V/def2-TZVPD.

Results
* LUMO level: 4.19 eV
* orbital gap: 9.68 eV
* total charge: -1
* HOMO: -0.2020 hartree
* energy relative to the best compared isomer or geometry (same formula, charge and spin): 0.639 eV

Element x y z (Å)
N  1.464  0.323  0.031
P  -0.174  0.801  0.034
O  -0.658  1.386  1.312
O  -0.675  1.425  -1.223
N  -1.007  -0.967  0.138
O  -2.265  -1.088  0.247
O  -0.281  -1.932  0.120
H  1.716  -0.659  0.136
H  1.880  0.710  -0.796

***

A single C5H8N2O molecule at a distorted geometry. Source: the OMol25 dataset; level of theory: ωB97M-V/def2-TZVPD.

Results
* LUMO level: 0.23 eV
* orbital gap: 9.54 eV
* HOMO: -0.3422 hartree
* energy relative to the best compared isomer or geometry (same formula, charge and spin): 4.571 eV

Element x y z (Å)
C  0.039  2.004  0.181
N  -0.232  0.667  -0.622
N  -1.585  0.322  -0.581
C  -1.862  -0.790  -0.035
C  -0.561  -1.485  0.254
C  0.573  -0.371  0.253
C  1.763  -0.748  -0.580
O  2.809  -0.198  -0.058
H  0.143  1.706  1.321
H  -0.970  2.619  0.011
H  0.912  2.556  -0.135
H  -2.921  -1.165  0.115
H  -0.338  -2.117  1.038
H  -0.529  -1.990  -0.710
H  1.156  -0.129  1.163
H  1.602  -0.881  -1.614

***

Number 1: DFT total energy -11283.047 eV. Number 2: DFT total energy -29117.390 eV. Number 3: DFT total energy -33242.334 eV. Number 4: DFT total energy -62137.345 eV. Number 5: DFT total energy -18991.273 eV. Number 6: DFT total energy -86122.399 eV. Number 7: DFT total energy -20493.286 eV. Number 8: DFT total energy -10338.155 eV.